Entry 1:
146
Properties=species:S:1:pos:R:3:lowdin_charge:R:1 method="wB97M-V/def2-TZVPD" homo_lumo_gap_ev=7.5 charge=0 homo_ev=-7.50 smiles="C=CCc1cc2c(c(CCCCO)c1[C@@H](Cl)CC)Nc1ccc(CCOC(C)=O)c(CCCSC(=S)N(CC)CC)c1S2.CCOC(=O)C(F)(F)F.CCOC(=O)C(F)(F)F.CCOC(=O)C(F)(F)F.CCOC(=O)C(F)(F)F" total_energy_ev=-156077.95902
C 3.622 3.387 5.523 -0.031
C 4.378 3.561 4.448 -0.172
C 3.802 3.784 3.024 -0.156
C 2.361 3.276 2.994 -0.216
C 2.227 1.908 3.048 -0.074
C 0.976 1.353 3.042 -0.399
C -0.192 2.075 2.935 -0.187
C -0.050 3.481 2.868 -0.085
C -1.308 4.341 2.750 -0.137
C -2.075 4.461 4.109 -0.161
C -3.574 4.769 3.771 -0.168
C -4.410 3.472 3.657 -0.244
O -5.065 3.374 2.381 -0.079
C 1.221 4.089 2.921 -0.159
C 1.421 5.606 2.913 -0.543
Cl 2.351 6.166 4.385 0.668
C 2.171 6.186 1.655 -0.254
C 2.358 5.218 0.473 -0.093
N -1.504 1.525 2.940 0.109
C -1.647 0.154 2.554 -0.228
C -2.903 -0.243 2.096 -0.018
C -3.183 -1.548 1.742 -0.038
C -2.199 -2.533 1.839 -0.163
C -2.564 -3.981 1.483 -0.098
C -2.797 -4.155 -0.032 -0.144
O -4.074 -3.619 -0.425 -0.018
C -3.991 -2.727 -1.451 -0.513
C -4.730 -1.411 -1.273 0.012
O -3.401 -2.957 -2.483 0.103
C -0.928 -2.165 2.264 -0.173
C 0.200 -3.178 2.371 -0.182
C 0.589 -3.539 3.841 -0.246
C 2.044 -4.088 3.880 -0.463
S 3.313 -2.805 3.718 0.931
C 3.901 -2.821 2.073 -1.096
S 3.437 -3.876 0.905 0.727
N 4.862 -1.805 1.788 -0.237
C 4.348 -0.821 0.797 -0.240
C 5.156 -0.703 -0.513 -0.089
C 6.172 -2.383 1.455 -0.264
C 6.636 -3.302 2.641 -0.087
C -0.685 -0.832 2.626 -0.359
S 0.944 -0.433 3.211 1.069
H 4.026 2.922 6.425 0.060
H 2.586 3.720 5.590 0.044
H 5.458 3.500 4.599 0.096
H 3.912 4.832 2.741 0.068
H 4.393 3.124 2.373 0.115
H 3.101 1.263 3.113 0.118
H -2.030 3.894 2.044 0.107
H -1.091 5.325 2.326 0.109
H -1.995 3.528 4.680 0.108
H -1.649 5.306 4.663 0.110
H -3.562 5.232 2.773 0.107
H -4.003 5.507 4.457 0.105
H -5.178 3.492 4.444 0.115
H -3.732 2.617 3.788 0.093
H -4.958 2.468 2.078 0.055
H 0.482 6.151 2.994 0.072
H 3.116 6.629 1.988 0.082
H 1.583 7.033 1.269 0.107
H 2.523 5.838 -0.423 0.078
H 3.288 4.647 0.584 0.062
H 1.505 4.561 0.287 0.073
H -2.142 2.045 2.353 0.100
H -3.731 0.467 2.026 0.104
H -4.180 -1.820 1.407 0.106
H -1.791 -4.678 1.824 0.102
H -3.471 -4.262 2.039 0.128
H -1.954 -3.680 -0.547 0.138
H -2.800 -5.234 -0.238 0.124
H -4.034 -0.597 -1.049 0.086
H -5.226 -1.177 -2.223 0.078
H -5.514 -1.495 -0.511 0.084
H 1.104 -2.776 1.893 0.051
H -0.040 -4.134 1.898 0.105
H -0.082 -4.316 4.237 0.115
H 0.495 -2.684 4.524 0.078
H 2.198 -4.546 4.865 0.076
H 2.149 -4.819 3.067 0.049
H 4.345 0.177 1.262 0.099
H 3.311 -1.049 0.520 0.096
H 6.143 -0.270 -0.328 0.071
H 5.242 -1.661 -1.037 0.072
H 4.603 -0.030 -1.185 0.069
H 6.949 -1.621 1.356 0.113
H 6.134 -3.040 0.574 0.091
H 6.157 -3.028 3.583 0.048
H 6.477 -4.352 2.371 0.070
H 7.718 -3.159 2.759 0.069
C -6.390 -1.026 -6.026 -0.056
C -5.257 -0.508 -6.885 -0.189
O -5.754 0.319 -7.957 0.038
C -6.016 1.581 -7.645 -0.394
O -5.879 2.071 -6.563 0.158
C -6.480 2.346 -8.892 -0.543
F -7.369 1.644 -9.605 0.167
F -5.443 2.615 -9.699 0.167
F -7.051 3.505 -8.572 0.172
H -7.128 -1.545 -6.639 0.085
H -6.010 -1.713 -5.270 0.079
H -6.907 -0.207 -5.523 0.077
H -4.740 -1.340 -7.359 0.128
H -4.520 0.035 -6.293 0.119
C -3.332 3.284 -4.657 -0.057
C -3.346 2.729 -3.252 -0.192
O -2.088 2.107 -2.931 0.037
C -1.133 2.927 -2.528 -0.403
O -1.243 4.111 -2.408 0.170
C 0.143 2.145 -2.191 -0.544
F 0.438 1.219 -3.113 0.167
F 0.038 1.499 -1.019 0.165
F 1.177 2.974 -2.107 0.161
H -3.059 2.505 -5.369 0.080
H -4.314 3.675 -4.920 0.079
H -2.600 4.086 -4.761 0.081
H -4.096 1.953 -3.176 0.118
H -3.596 3.494 -2.516 0.128
C 4.453 2.924 -3.956 -0.053
C 5.110 3.299 -2.645 -0.198
O 6.447 2.772 -2.568 0.028
C 7.391 3.483 -3.175 -0.398
O 7.219 4.504 -3.771 0.174
C 8.759 2.824 -2.960 -0.544
F 8.709 1.498 -3.141 0.163
F 9.203 3.040 -1.712 0.164
F 9.674 3.305 -3.799 0.172
H 4.480 1.843 -4.103 0.085
H 3.415 3.256 -3.972 0.075
H 4.973 3.374 -4.802 0.079
H 4.560 2.856 -1.815 0.117
H 5.113 4.378 -2.492 0.126
C -3.740 -9.595 -1.414 -0.059
C -3.576 -9.973 0.043 -0.197
O -2.213 -10.336 0.330 0.035
C -1.378 -9.331 0.558 -0.397
O -1.664 -8.170 0.539 0.162
C 0.016 -9.874 0.898 -0.544
F 0.381 -10.863 0.073 0.167
F 0.046 -10.363 2.146 0.166
F 0.946 -8.924 0.817 0.173
H -3.381 -10.397 -2.059 0.084
H -4.787 -9.399 -1.642 0.083
H -3.161 -8.703 -1.655 0.077
H -4.178 -10.851 0.269 0.125
H -3.907 -9.174 0.706 0.124

***

Entry 2:
52
Properties=species:S:1:pos:R:3:nbo_charge:R:1 method="wB97M-V/def2-TZVPD" homo_lumo_gap_ev="5.9 / 5.6" spin_multiplicity=6 charge=+2 homo_ev="-11.90 / -15.42" s2=8.765 total_energy_ev=-38582.27600
C 3.528 1.166 -3.025 -0.167
C 2.222 1.608 -3.211 -0.173
C 1.145 1.273 -2.361 -0.144
C 1.541 0.582 -1.183 -0.156
C 2.813 -0.010 -1.056 -0.086
C 3.825 0.338 -1.942 -0.165
C -0.200 1.847 -2.794 -0.426
C -1.491 1.153 -3.411 -0.274
N -1.836 -0.285 -3.456 0.045
Ir 0.737 0.527 0.754 0.431
C 3.083 -1.004 0.034 -0.739
P 1.378 -1.621 0.485 1.022
H 2.011 2.267 -4.056 0.232
H 4.827 -0.070 -1.776 0.247
H 4.313 1.467 -3.723 0.255
H 3.534 -0.580 0.945 0.277
H 3.662 -1.882 -0.278 0.258
H -0.554 2.534 -2.015 0.249
H 0.046 2.535 -3.621 0.256
H -2.350 1.623 -2.906 0.236
C 1.550 -2.504 2.041 -0.978
C 1.170 -2.922 -0.775 -0.964
H -1.520 1.473 -4.464 0.271
C -0.703 -1.201 -3.646 -0.475
C -2.710 -0.688 -2.344 -0.461
H -0.127 -0.468 1.801 0.091
H -0.787 -1.731 -4.617 0.286
H 0.256 -0.649 -3.602 0.261
H -0.746 -1.968 -2.847 0.233
H -3.576 -1.243 -2.741 0.282
H -2.159 -1.358 -1.672 0.237
H -3.057 0.201 -1.808 0.236
H 1.882 -3.733 -0.565 0.273
H 0.156 -3.332 -0.742 0.250
H 1.369 -2.556 -1.788 0.251
H 2.375 -3.220 1.962 0.269
H 1.740 -1.780 2.840 0.273
H 0.611 -3.037 2.239 0.264
H -0.684 -0.286 1.202 -0.047
C -1.847 1.598 2.597 -1.121
Si -0.971 2.007 0.983 1.297
C -2.311 2.733 -0.149 -1.107
C 0.488 3.199 1.092 -1.128
H -2.656 0.877 2.412 0.254
H -2.273 2.526 2.994 0.273
H -1.142 1.172 3.322 0.254
H -2.812 3.541 0.406 0.285
H -1.942 3.178 -1.077 0.230
H -3.077 1.994 -0.414 0.236
H -0.002 4.109 1.461 0.272
H 1.244 2.842 1.811 0.267
H 0.977 3.397 0.128 0.256

***

Entry 3:
23
Properties=species:S:1:pos:R:3:nbo_charge:R:1 method="wB97M-V/def2-TZVPD" homo_lumo_gap_ev=10.0 e_above_lowest_ev=1.2813 charge=0 homo_ev=-8.97 smiles=Cc1ccccc1.CC total_energy_ev=-9558.90017
C -0.625 1.096 -2.898 -0.633
C -1.033 0.696 -1.519 -0.035
C -0.389 1.063 -0.346 -0.186
C -0.553 0.469 0.893 -0.238
C -1.713 -0.297 1.015 -0.207
C -2.544 -0.600 -0.057 -0.225
C -2.160 -0.105 -1.324 -0.197
H 0.407 0.886 -3.139 0.223
H -0.661 2.203 -2.949 0.220
H -1.181 0.608 -3.697 0.223
H 0.403 1.819 -0.429 0.199
H -0.224 1.056 1.747 0.225
H -2.005 -0.819 1.919 0.207
H -3.506 -1.081 -0.047 0.218
H -2.912 -0.113 -2.112 0.201
C 1.790 -1.352 1.509 -0.613
C 2.917 -0.324 1.666 -0.618
H 2.128 -2.380 1.330 0.204
H 1.216 -1.387 2.446 0.195
H 1.026 -1.206 0.752 0.220
H 3.608 -0.570 0.885 0.206
H 2.700 0.758 1.678 0.205
H 3.312 -0.421 2.675 0.205

***

Entry 4:
12
Properties=species:S:1:pos:R:3:nbo_charge:R:1 method="wB97M-V/def2-TZVPD" homo_lumo_gap_ev="8.2 / 8.0" e_above_lowest_ev=4.9054 charge=0 homo_ev="-8.36 / -7.95" total_energy_ev=-7220.68553
C 0.767 0.996 -0.156 0.173
C 1.600 -0.125 0.230 0.368
C -0.434 0.202 -0.609 -0.533
C -0.663 -0.747 0.534 -0.361
N 0.923 2.202 0.197 -0.632
N 2.414 -0.963 -0.183 -0.620
H -1.437 0.784 -0.765 0.234
H -0.313 -0.312 -1.541 0.232
H -0.721 -1.817 0.552 0.205
H -1.176 -0.151 1.364 0.193
H 0.265 2.932 0.047 0.363
H 2.587 -1.641 0.588 0.380

***

Entry 5:
17
Properties=species:S:1:pos:R:3:nbo_charge:R:1 method="wB97M-V/def2-TZVPD" homo_lumo_gap_ev="11.3 / 8.4" spin_multiplicity=2 e_above_lowest_ev=0.1418 charge=0 homo_ev="-10.79 / -10.73" s2=0.756 total_energy_ev=-12481.79186
C 0.050 0.388 1.583 -0.092
O -0.302 1.651 1.717 -0.328
C 0.547 0.258 0.042 -0.343
C 0.651 -1.213 -0.292 -0.523
C 1.297 -1.360 -1.660 0.801
O 0.367 -1.330 -2.647 -0.703
O 2.470 -1.427 -1.864 -0.567
H 0.981 0.030 2.054 0.189
H -0.784 -0.309 1.712 0.174
H 1.393 0.922 -0.098 0.229
H -0.290 0.722 -0.490 0.216
H 1.203 -1.822 0.426 0.237
H -0.376 -1.550 -0.437 0.238
H 0.743 -0.967 -3.465 0.501
H -2.991 2.062 0.435 0.456
H -2.006 1.998 1.595 0.481
O -2.953 1.946 1.389 -0.966

***

Entry 6:
35
Properties=species:S:1:pos:R:3:lowdin_charge:R:1 method="wB97M-V/def2-TZVPD" homo_lumo_gap_ev="7.8 / 4.7" spin_multiplicity=8 e_above_lowest_ev=0.4082 charge=+2 homo_ev="-15.91 / -15.91" s2=16.065 total_energy_ev=-84927.62715
C -4.229 0.348 -0.687 -0.041
C -2.783 0.503 -0.308 -0.865
H -4.218 0.494 -1.761 0.095
H -4.870 1.091 -0.188 0.107
H -4.604 -0.655 -0.421 0.104
O -1.884 0.733 -1.089 0.004
Cl -2.431 0.399 1.384 0.725
Gd 1.854 -0.186 1.255 1.195
P 0.330 -2.382 -0.137 0.750
C 0.823 -3.275 -1.655 -0.244
C 0.816 -3.672 1.099 -0.261
H -2.005 -2.495 0.611 0.036
H -1.490 -3.923 -0.363 0.071
H -1.913 -2.378 -1.167 0.062
C -1.451 -2.827 -0.276 -0.247
H 0.310 -3.486 2.047 0.056
H 0.542 -4.660 0.726 0.066
H 0.440 -4.303 -1.617 0.074
H 1.911 -3.303 -1.730 0.062
H 1.894 -3.610 1.246 0.037
H 0.433 -2.786 -2.553 0.064
C 1.386 -0.064 -1.184 -0.163
O 1.382 0.123 -2.319 0.173
Cl 4.060 -0.925 1.967 -0.019
Cl 4.185 4.683 0.189 0.763
C 2.593 4.045 0.426 -0.606
C 1.485 4.916 0.409 -0.012
C 0.246 4.332 0.668 -0.007
C 0.126 2.973 0.931 -0.093
N 1.219 2.153 0.963 -0.140
C 2.447 2.673 0.688 -0.191
H 1.595 5.998 0.266 0.143
H -0.674 4.930 0.658 0.138
H -0.848 2.538 1.182 0.074
H 3.320 2.000 0.742 0.088

***

Entry 7:
68
Properties=species:S:1:pos:R:3:nbo_charge:R:1 method="wB97M-V/def2-TZVPD" homo_lumo_gap_ev="6.2 / 7.7" spin_multiplicity=3 e_above_lowest_ev=0.4459 charge=+1 homo_ev="-9.13 / -10.79" s2=2.038 total_energy_ev=-87107.52479
Ti -0.893 1.126 -0.105 1.542
Cl -0.551 8.025 1.248 0.021
C -0.981 6.399 0.831 -0.091
C -2.214 6.155 0.214 -0.189
C -2.553 4.861 -0.114 -0.237
C -1.695 3.787 0.147 0.296
O -2.118 2.567 -0.208 -0.791
C -0.427 4.024 0.782 -0.278
C 0.571 3.079 1.139 0.208
O 0.545 1.784 0.959 -0.765
C -0.119 5.378 1.109 -0.117
H -2.883 6.976 0.001 0.239
H -3.500 4.644 -0.588 0.233
H 1.461 3.445 1.644 0.183
H 0.824 5.599 1.593 0.221
C -2.070 1.249 3.442 -0.924
P -2.133 0.160 1.986 0.850
C -3.906 -0.176 1.755 -0.938
C -1.362 -1.406 2.477 -0.278
C -2.049 -2.615 2.540 -0.223
C -1.362 -3.796 2.790 -0.202
C 0.011 -3.778 2.983 -0.186
C 0.701 -2.573 2.939 -0.196
C 0.020 -1.396 2.678 -0.244
H -1.031 1.459 3.693 0.251
H -2.565 0.798 4.302 0.247
H -2.558 2.192 3.191 0.252
H -4.391 -0.495 2.678 0.248
H -4.059 -0.942 0.995 0.241
H -4.375 0.746 1.411 0.259
H -3.121 -2.647 2.393 0.216
H -1.904 -4.731 2.835 0.227
H 0.546 -4.700 3.165 0.233
H 1.772 -2.556 3.095 0.225
H 0.568 -0.459 2.626 0.225
N 0.289 2.081 -1.921 -0.856
C 0.972 1.137 -2.752 0.129
C 0.298 0.490 -3.777 -0.248
C 0.956 -0.477 -4.526 -0.179
C 2.284 -0.783 -4.274 -0.223
C 2.965 -0.110 -3.268 -0.215
C 2.306 0.834 -2.493 -0.232
H 0.954 2.707 -1.470 0.399
H -0.360 2.669 -2.439 0.405
H -0.735 0.734 -3.993 0.219
H 0.429 -0.976 -5.329 0.228
H 2.793 -1.525 -4.874 0.232
H 4.012 -0.318 -3.085 0.241
H 2.839 1.376 -1.717 0.216
O 5.159 -2.365 -1.464 -0.725
C 4.439 -2.937 -0.395 0.101
N 3.079 -2.484 -0.561 -0.627
C 2.020 -3.308 -0.369 0.652
O 2.108 -4.440 0.058 -0.593
C 0.692 -2.729 -0.763 -0.083
C -0.306 -3.579 -1.223 -0.102
C -1.541 -3.048 -1.560 -0.232
C -1.754 -1.694 -1.395 0.053
N -0.805 -0.875 -0.926 -0.551
C 0.395 -1.386 -0.624 0.040
H 6.082 -2.641 -1.411 0.489
H 4.838 -2.596 0.566 0.161
H 4.441 -4.028 -0.420 0.194
H 2.963 -1.662 -1.137 0.414
H -0.098 -4.638 -1.292 0.256
H -2.340 -3.673 -1.934 0.244
H -2.707 -1.243 -1.639 0.213
H 1.135 -0.699 -0.219 0.226

***

Entry 8:
25
Properties=species:S:1:pos:R:3:nbo_charge:R:1 method="wB97M-V/def2-TZVPD" homo_lumo_gap_ev=7.6 e_above_lowest_ev=4.6446 charge=0 homo_ev=-7.63 total_energy_ev=-26756.04867
C 1.169 -1.677 -0.066 0.426
C 0.975 0.921 1.016 -0.031
C 1.292 0.603 2.292 -0.033
C -0.798 -0.135 1.896 0.441
C -1.215 0.752 -0.278 0.286
C 0.190 0.484 -3.366 -0.615
C -1.849 -1.191 1.870 -0.594
C 0.406 1.204 -2.035 -0.272
N 2.231 -1.225 -0.189 -0.570
N -0.324 0.519 0.846 -0.373
N -0.922 1.193 -1.415 -0.376
N 0.226 -0.054 2.840 -0.487
N -0.037 -2.072 -0.081 -0.910
S -0.838 -2.673 1.164 0.427
H 1.619 1.277 0.199 0.279
H 2.143 0.821 2.785 0.229
H -2.227 0.689 0.022 0.184
H 0.308 -0.664 -3.217 0.231
H -0.787 0.711 -3.786 0.225
H 0.983 0.716 -4.249 0.210
H -2.130 -1.470 2.780 0.232
H -2.620 -0.981 1.018 0.250
H 0.867 2.253 -2.252 0.212
H 1.010 0.672 -1.388 0.200
H 0.326 -0.674 3.595 0.431